[1]
DFT (ωB97M-V/def2-TZVPD) results for C30H24ClNO3PSZr as an isolated structure.

Output
HOMO (spin up / spin down) (eV): -8.56 / -8.56
Net charge: +1
Kohn-Sham gap (spin up / spin down) (eV): 4.0 / 4.0
Energy (eV): -73050.619
E_LUMO (spin up / spin down) (eV): -4.548 / -4.547
Strongest force on any atom (eV/A): 5.51

Geometry as XYZ:
```
62
Properties=species:S:1:pos:R:3:forces:R:3
C -0.908767 -1.485408 1.796232 1.6 -0.1 0.7
C -0.744721 -1.769288 0.424307 0.6 -0.2 0.3
C 0.635080 -2.128921 0.185455 0.3 0.8 1.5
H -1.542637 -1.830430 -0.351187 0.7 0.4 0.8
C 1.385290 -1.997992 1.424527 -2.2 -0.7 -0.6
C 0.434151 -1.582718 2.476162 -1.2 -1.8 -1.0
H 0.632977 -1.436303 3.547438 -0.1 -0.4 -0.6
H -1.866002 -1.240380 2.261815 0.5 0.1 0.0
H 0.995734 -2.465739 -0.795778 0.1 0.5 0.6
H 2.446632 -2.184808 1.526880 -0.1 0.1 0.1
Zr 0.793646 0.303181 1.482751 1.0 3.1 -2.8
Cl 2.870367 1.065593 0.247211 -1.7 -0.8 1.1
P -0.034028 0.370789 -3.440191 -0.7 0.1 3.7
C 1.257722 -0.783084 -3.761087 0.1 -0.5 0.1
C 0.941001 -1.650056 -4.822373 1.2 0.2 0.3
H -0.081639 -1.612435 -5.219978 0.7 -0.1 -0.2
C 1.964131 -2.465052 -5.310990 -0.8 -0.1 0.1
H 1.725188 -3.073627 -6.189644 0.5 0.0 0.4
C 3.212679 -2.469438 -4.686224 -0.3 0.3 0.0
H 3.982262 -3.094182 -5.100583 0.3 -0.1 0.0
C 3.471453 -1.690322 -3.547200 0.1 -0.1 0.0
H 4.461802 -1.734769 -3.074246 -0.5 -0.1 -0.2
C 2.485913 -0.857386 -3.023427 -1.0 0.0 -1.0
H 2.614339 -0.274709 -2.096429 0.0 -0.2 -0.8
C -1.732912 -0.177522 -3.560598 -0.5 0.3 0.9
C -2.135222 -1.520056 -3.231125 0.2 1.1 -0.8
H -1.424800 -2.220488 -2.753948 -0.4 0.4 -0.7
C -3.441598 -1.892892 -3.553576 0.1 0.1 0.2
H -3.737673 -2.945021 -3.436986 0.0 0.6 0.0
C -4.354502 -0.937554 -4.023642 0.3 0.1 -0.1
H -5.347677 -1.241110 -4.298571 -0.2 -0.1 0.0
C -4.012336 0.416032 -4.121814 0.3 0.3 0.4
H -4.737828 1.180629 -4.440993 0.2 -0.6 0.3
C -2.714092 0.832431 -3.811580 0.4 -1.2 -0.4
H -2.406819 1.889756 -3.780988 -0.3 -0.6 -0.4
C 0.334901 2.128338 -3.491237 0.4 -0.5 -0.2
C 0.963534 2.385890 -4.721097 -0.5 1.1 0.6
H 1.231802 1.525131 -5.346060 -0.2 0.7 0.0
C 1.161342 3.718864 -5.076828 0.4 -0.3 -0.2
H 1.578529 3.899192 -6.074674 -0.1 0.4 0.5
C 0.831207 4.740922 -4.177565 -0.1 -0.7 -0.1
H 0.989446 5.758781 -4.493451 0.0 0.2 0.1
C 0.320002 4.456259 -2.897664 0.0 0.0 0.0
H 0.101206 5.293336 -2.214029 0.2 -0.6 -0.4
C 0.081656 3.131152 -2.505990 0.2 -0.4 -1.2
H -0.266171 2.856981 -1.495294 0.0 0.2 -0.8
O -2.490140 1.303294 1.751907 1.2 2.0 2.7
C -1.742550 1.916280 2.551149 0.7 -1.7 -3.2
N -0.389131 2.072249 2.209889 2.4 -1.9 -1.3
S 0.797738 2.420251 3.427759 -3.2 0.7 -4.5
O 1.468462 1.040618 3.491408 -0.4 1.5 0.0
O 1.553276 3.561235 2.942164 -0.3 -1.7 2.0
C -0.593140 2.683472 4.481677 0.3 0.0 1.8
C -0.453754 2.975177 5.817523 -0.2 0.1 -0.3
C -1.613991 2.990362 6.574298 -0.3 0.2 0.7
C -2.872877 2.692786 6.029963 0.7 0.3 0.4
C -2.997492 2.391675 4.695717 0.7 0.2 -1.3
C -1.841462 2.421089 3.902562 -1.0 -0.4 1.4
H 0.541996 3.177899 6.181841 -0.1 0.1 0.5
H -1.528300 3.238897 7.630222 -0.1 -0.1 -0.2
H -3.745375 2.698767 6.650955 -0.2 0.0 0.3
H -3.931026 2.139980 4.187538 0.2 0.1 0.4
```
Positions in Å, forces in eV/Å.



[2]
DFT (ωB97M-V/def2-TZVPD) results for C30H24IN8S2Tc as an isolated structure.

Output
Expectation value of S²: 3.81
HOMO (spin up / spin down) (eV): -9.37 / -9.59
Net charge: +1
Kohn-Sham gap (spin up / spin down) (eV): 5.9 / 5.7
Relative energy (zero: lowest compared OMol25 entry of this formula, charge and spin) (kJ/mol): 184.5
Spin multiplicity: 4
Energy (eV): -75381.030
E_LUMO (spin up / spin down) (eV): -3.447 / -3.937
Strongest force on any atom (eV/A): 0.55

Geometry as XYZ:
```
66
Properties=species:S:1:pos:R:3:forces:R:3
Tc 1.001787 -0.177133 1.463792 0.5 0.2 0.1
N 4.883221 1.475071 -0.038868 0.0 0.1 0.0
C 3.846983 0.961896 0.634163 0.2 0.0 0.4
S 2.203744 1.154750 -0.065016 -0.2 -0.2 -0.2
N 3.986341 0.467074 1.820856 -0.1 0.1 -0.3
N 2.879997 -0.238875 2.266421 -0.1 -0.2 0.1
C 3.078831 -1.063315 3.255257 0.0 0.1 -0.1
C 1.956717 -1.891792 3.643351 0.1 0.1 0.0
C 1.989593 -2.758091 4.729651 0.0 0.0 0.0
C 0.860049 -3.496604 5.031949 0.0 0.1 0.0
C -0.272400 -3.346582 4.240856 0.0 0.0 -0.1
C -0.236011 -2.472771 3.170871 -0.1 -0.1 0.0
N 0.853318 -1.759959 2.862038 -0.1 -0.2 0.1
H 4.737255 2.049943 -0.849332 0.0 0.0 0.0
H 5.796679 1.450334 0.384703 0.0 0.0 0.0
H 4.050740 -1.129111 3.729389 0.0 0.0 0.0
H 2.889974 -2.833843 5.323129 0.0 0.0 0.0
H 0.856451 -4.176589 5.872071 0.0 0.0 0.0
H -1.175580 -3.902584 4.445082 0.0 0.0 0.0
H -1.090574 -2.321283 2.524945 0.0 0.0 0.0
S -0.581479 1.355327 2.375855 0.0 0.2 0.2
C -1.768450 1.229068 1.093720 0.2 -0.3 -0.2
N -2.855099 1.935759 1.002211 -0.3 0.2 0.0
N -3.129047 2.805313 1.925276 0.1 0.0 0.0
C -4.294876 3.590588 1.873680 0.0 0.0 0.0
C -5.224619 3.429636 0.853188 0.0 0.1 0.1
C -6.355885 4.229736 0.848568 0.0 0.0 0.0
C -6.562801 5.175266 1.842642 0.0 0.0 0.0
C -5.627607 5.323301 2.856603 0.0 0.0 0.0
C -4.490157 4.532928 2.877281 0.0 0.0 -0.1
N -1.623865 0.362422 0.034615 0.0 0.1 -0.1
N -0.626952 -0.408301 0.069246 -0.1 -0.1 -0.1
C -0.488824 -1.207931 -1.110752 0.0 0.1 0.1
C -1.030530 -0.664397 -2.404433 0.0 -0.2 0.0
C -0.596440 -1.475780 -3.655782 -0.2 0.0 0.0
C -0.015591 -2.833606 -3.417372 0.0 0.0 0.1
C 0.318697 -3.244115 -2.194026 0.0 0.0 -0.1
C 0.133212 -2.386676 -1.023426 0.0 0.1 0.0
H -2.486099 2.939017 2.700447 0.0 0.0 0.0
H -5.060062 2.690266 0.084270 0.0 0.0 0.0
H -7.085271 4.110638 0.058523 0.0 0.0 0.0
H -7.449707 5.793509 1.827709 0.0 0.0 0.0
H -5.782022 6.056519 3.636305 0.0 0.0 0.0
H -3.757440 4.646879 3.667031 0.0 0.0 0.0
H -2.101529 -0.495802 -2.306511 0.0 0.0 0.0
H -1.416415 -1.536422 -4.372493 0.0 -0.1 0.0
H 0.143556 -3.481369 -4.270573 0.0 0.0 0.0
H 0.744182 -4.226572 -2.038111 0.0 0.0 0.0
H 0.502639 -2.724955 -0.060269 0.0 0.0 0.0
I 4.093974 -2.047306 -0.428303 0.0 0.0 0.1
C 3.492136 -1.413110 -2.320321 -0.1 0.1 -0.1
C 4.120552 -2.105050 -3.350445 0.0 0.0 0.1
C 3.645794 -2.021926 -4.643231 0.0 0.0 0.0
C 2.451703 -1.363689 -4.865817 0.0 0.1 0.0
C 1.803848 -0.691489 -3.841758 0.1 0.0 0.0
C 0.373878 -0.312685 -4.076278 0.0 0.0 0.0
C -0.259253 0.575936 -2.984331 0.0 0.2 -0.1
C 0.709192 1.171724 -2.047114 0.1 0.0 0.1
C 1.838010 0.522377 -1.717821 0.0 0.1 0.0
C 2.401229 -0.564631 -2.564534 0.0 -0.1 0.0
H 4.971884 -2.731323 -3.124137 0.0 0.0 0.0
H 4.159633 -2.532181 -5.446116 0.0 0.0 0.0
H 1.986646 -1.395191 -5.843522 0.0 0.0 0.0
H 0.233161 0.038748 -5.097325 0.0 0.0 0.0
H -0.950967 1.313876 -3.384696 0.0 0.0 0.0
H 0.399947 2.045139 -1.482985 0.0 0.0 0.0
```
Positions in Å, forces in eV/Å.



[3]
DFT (ωB97M-V/def2-TZVPD) results for C30H24KN5O3S2 as an isolated structure.

Output
HOMO (eV): -8.61
Kohn-Sham gap (eV): 8.0
Relative energy (zero: lowest compared OMol25 entry of this formula, charge and spin) (kJ/mol): 0.0
Energy (eV): -83087.529
E_LUMO (eV): -0.584
Strongest force on any atom (eV/A): 0.42

Geometry as XYZ:
```
65
Properties=species:S:1:pos:R:3:forces:R:3
K 0.472836 0.823539 -0.180502 -0.3 -0.1 0.0
C 2.208942 -3.172002 4.133796 -0.1 0.0 0.0
C 2.503674 -2.673176 2.875731 0.0 0.0 0.0
C 1.530947 -1.984958 2.166679 0.0 0.0 -0.1
C 0.270119 -1.794329 2.712783 0.1 -0.2 0.2
C -0.026290 -2.293022 3.981010 -0.2 0.1 0.0
C 0.941769 -2.978782 4.685193 0.1 0.0 0.0
N -0.647915 -1.064228 1.917671 0.0 0.1 -0.2
N -1.817794 -1.040613 2.321081 0.1 -0.2 0.2
C -2.679753 -0.263026 1.498630 0.0 0.3 -0.3
C -4.021605 -0.603942 1.465524 0.0 -0.2 0.1
C -4.859510 0.117467 0.634522 -0.1 0.0 0.0
C -4.335378 1.159512 -0.111750 0.0 0.0 0.0
C -2.984920 1.445597 0.021534 -0.1 0.0 0.1
N -2.171474 0.757316 0.816912 0.0 0.1 -0.2
H 2.965313 -3.704756 4.695524 0.0 0.0 0.0
H 3.485663 -2.791883 2.437574 0.0 0.0 0.0
H 1.774106 -1.572847 1.196956 0.0 0.0 0.0
H -1.008514 -2.124792 4.401256 0.0 0.0 0.0
H 0.719587 -3.360515 5.673149 0.0 0.0 0.0
H -4.371696 -1.427465 2.072629 0.0 0.0 0.0
H -5.911510 -0.128247 0.569430 0.0 0.0 0.0
H -4.957113 1.747161 -0.772361 0.0 0.0 0.0
H -2.544720 2.271908 -0.525537 0.0 0.0 0.0
O 4.277722 -1.007942 0.272547 0.0 0.0 0.0
C 4.082706 0.185013 0.495552 -0.1 -0.2 0.0
N 2.923466 0.712463 0.952206 0.1 0.0 -0.1
S 2.989801 2.312324 1.082274 0.4 0.0 0.1
O 2.884826 2.763652 2.442064 0.0 0.1 0.0
O 2.055617 2.917680 0.143941 0.0 0.0 0.0
C 4.655685 2.503374 0.498881 0.0 0.0 0.0
C 5.427627 3.635590 0.335099 0.0 0.0 0.0
C 6.728566 3.455755 -0.119567 0.0 -0.1 0.0
C 7.222619 2.179208 -0.385962 0.0 0.0 0.0
C 6.428120 1.052986 -0.206102 0.1 0.0 0.0
C 5.132863 1.235362 0.238847 0.0 0.1 0.0
H 5.033458 4.619554 0.551589 0.0 0.0 0.0
H 7.368360 4.316414 -0.265093 0.0 0.0 0.0
H 8.241753 2.068679 -0.733719 0.0 0.0 0.0
H 6.799452 0.055114 -0.399692 0.0 0.0 0.0
N -0.736649 -0.200161 -2.513977 0.0 -0.1 -0.1
S -0.300278 -1.717216 -2.415669 0.1 0.0 0.0
C 1.342657 -1.911093 -3.114843 0.0 0.0 0.2
C 1.575915 -1.866115 -4.482684 0.1 0.0 0.0
C 2.883708 -1.864281 -4.941832 -0.1 0.0 0.0
C 3.942781 -1.901734 -4.041811 0.0 0.0 0.1
C 3.702360 -1.945992 -2.676149 0.0 -0.1 0.0
C 2.394135 -1.951095 -2.208502 0.0 -0.1 0.0
C -1.216277 -2.714632 -3.598268 0.0 0.0 0.1
C -0.887502 -4.053748 -3.773681 0.0 0.0 0.0
C -1.632315 -4.819575 -4.653908 0.0 0.0 0.0
C -2.701388 -4.252164 -5.341260 0.0 0.0 0.0
C -3.031232 -2.921122 -5.141579 0.0 0.0 0.0
C -2.288071 -2.144565 -4.258221 0.0 0.0 0.0
H -0.622164 0.120436 -3.477406 0.0 0.1 0.0
H 0.749550 -1.832398 -5.181008 0.0 0.0 0.0
H 3.077545 -1.829824 -6.006113 0.0 0.0 0.0
H 4.960040 -1.901435 -4.411230 0.0 0.0 0.0
H 4.504773 -1.984218 -1.950066 0.0 0.1 -0.1
H 2.223041 -1.994622 -1.136877 0.0 0.0 -0.1
H -0.048355 -4.485021 -3.240535 0.0 0.0 0.0
H -1.380266 -5.860797 -4.805880 0.0 0.0 0.0
H -3.279920 -4.854571 -6.029133 0.0 0.0 0.0
H -3.869630 -2.484141 -5.667914 0.0 0.0 0.0
H -2.537290 -1.108305 -4.067029 0.0 0.0 0.0
```
Positions in Å, forces in eV/Å.



- Among the records above, which one has the lowest strongest force on any atom?
  C30H24KN5O3S2



- What is the formula in the third record?
  C30H24KN5O3S2



- Which of these has the highest energy?
  C30H24ClNO3PSZr